<w>
DFT (ωB97M-V/def2-TZVPD) results for CN2O2 in the gas phase.

The geometry in ORCA input format:
```
! RIJCOSX wB97M-V def2-TZVPD def2/J DEFGRID3
* xyz 0 1
C 0.826 0.036 -0.034
N 1.952 0.207 0.033
N -0.512 -0.147 -0.038
O -1.002 -1.225 0.027
O -1.264 1.129 0.011
*
```

<x>
DFT (ωB97M-V/def2-TZVPD) results for 2 unconnected molecules or ions with the total composition CN2O2.

The geometry in ORCA input format:
```
! RIJCOSX wB97M-V def2-TZVPD def2/J DEFGRID3
* xyz 0 1
C -1.345 -0.104 0.038
N -0.325 -0.726 0.020
N 1.629 0.612 0.064
O -2.377 0.368 -0.051
O 2.419 -0.151 -0.072
*
```

Least stable: <w>

<w>
DFT (ωB97M-V/def2-TZVPD) results for a gas-phase ion, C3H6N2O2 (charge -1).

The geometry in ORCA input format:
```
! RIJCOSX wB97M-V def2-TZVPD def2/J DEFGRID3
* xyz -1 2
O 0.333 2.055 0.839
C 0.333 0.854 0.500
N 1.388 0.287 -0.121
C 1.383 -0.954 -0.854
O 2.161 -1.090 -1.861
C -0.854 -0.016 0.856
N -1.846 -0.044 -0.213
H 2.286 0.702 0.080
H 0.522 -1.583 -0.669
H -0.470 -1.026 1.053
H -1.319 0.392 1.747
H -1.539 -0.385 -1.107
H -2.380 0.808 -0.250
*
```

Calculated values
**<S²>**: 0.758

<x>
DFT (ωB97M-V/def2-TZVPD) results for a gas-phase ion, C3H6N2O2 (charge -1).

The geometry in ORCA input format:
```
! RIJCOSX wB97M-V def2-TZVPD def2/J DEFGRID3
* xyz -1 2
O 2.070 -0.332 0.318
C 0.874 -0.045 0.008
N -0.102 -0.146 1.101
C -1.007 0.829 1.342
O -1.625 1.522 0.553
C 0.333 -0.059 -1.427
N -0.407 -1.382 -1.626
H 0.185 -0.865 1.758
H -1.176 0.956 2.443
H -0.483 0.665 -1.442
H 1.162 0.092 -2.106
H -0.744 -1.422 -2.588
H 0.300 -2.094 -1.484
*
```

Calculated values
**<S²>**: 0.755

Least stable: <x>

<w>
DFT (ωB97M-V/def2-TZVPD) results for C5H11N2O in the gas phase.

The geometry in ORCA input format:
```
! RIJCOSX wB97M-V def2-TZVPD def2/J DEFGRID3
* xyz 0 2
O -0.058 2.106 -0.663
C 0.295 2.032 0.480
C 0.105 0.879 1.448
C 0.305 -0.554 0.876
C -0.573 -0.876 -0.299
C -0.117 -0.900 -1.564
N -0.997 -1.389 -2.617
N 0.986 1.107 2.589
H 0.809 2.904 0.951
H -0.939 0.950 1.784
H 1.348 -0.595 0.543
H 0.144 -1.213 1.726
H -1.614 -1.013 -0.060
H 0.914 -0.846 -1.843
H -0.689 -1.057 -3.529
H -1.116 -2.523 -2.655
H -1.945 -1.061 -2.472
H 1.435 0.258 2.899
H 1.706 1.791 2.405
*
```

Calculated values
**<S²>**: 0.754

<x>
DFT (ωB97M-V/def2-TZVPD) results for 2 unconnected molecules or ions with the total composition C5H11N2O.

The geometry in ORCA input format:
```
! RIJCOSX wB97M-V def2-TZVPD def2/J DEFGRID3
* xyz 0 2
O -0.030 2.629 -0.389
C -0.835 1.999 0.236
C -1.576 0.840 -0.381
N -0.848 0.387 -1.579
H -1.112 2.254 1.269
H -1.653 0.005 0.308
H -2.587 1.164 -0.640
H -1.432 -0.203 -2.160
H -0.530 1.199 -2.104
H 0.109 -0.187 -1.204
C 1.139 -0.273 0.966
C 0.557 -0.773 2.058
C 1.633 -1.980 -0.620
N 1.025 -0.788 -0.318
H 1.725 0.647 1.034
H -0.100 -1.630 1.998
H 0.761 -0.365 3.040
H 1.554 -2.382 -1.620
H 2.201 -2.544 0.105
*
```

Calculated values
**<S²>**: 0.754

Least stable: <w>

<w>
DFT (ωB97M-V/def2-TZVPD) results for C2H2O2S in the gas phase.

The geometry in ORCA input format:
```
! RIJCOSX wB97M-V def2-TZVPD def2/J DEFGRID3
* xyz 0 1
C -0.789 -0.428 0.045
C 0.091 0.768 -0.198
H -2.519 -1.037 0.179
H -0.285 1.721 -0.519
O -2.124 -0.207 -0.151
O -0.380 -1.518 0.480
S 1.689 0.692 -0.086
*
```

<x>
DFT (ωB97M-V/def2-TZVPD) results for 2 unconnected molecules or ions with the total composition C2H2O2S.

The geometry in ORCA input format:
```
! RIJCOSX wB97M-V def2-TZVPD def2/J DEFGRID3
* xyz 0 1
C -0.787 -2.048 1.283
C -0.871 -1.826 0.112
O 0.512 2.206 -1.915
O 1.656 3.316 -0.140
S 1.207 2.079 -0.648
H -0.639 -2.359 2.180
H -1.078 -1.367 -0.871
*
```

Least stable: <x>

<w>
DFT (ωB97M-V/def2-TZVPD) results for a molecular structure, C3H4Cl2O.

The geometry in ORCA input format:
```
! RIJCOSX wB97M-V def2-TZVPD def2/J DEFGRID3
* xyz 0 1
C -1.457 -0.558 0.718
C 0.373 -0.373 0.069
C 0.814 0.829 -0.678
O -0.173 -0.413 1.327
Cl 1.025 -1.891 -0.567
Cl 2.199 1.400 0.324
H -2.121 0.201 0.600
H -1.834 -1.555 0.553
H 0.051 1.686 -0.530
H 1.122 0.673 -1.816
*
```

<x>
DFT (ωB97M-V/def2-TZVPD) results for C3H4Cl2O in the gas phase.

The geometry in ORCA input format:
```
! RIJCOSX wB97M-V def2-TZVPD def2/J DEFGRID3
* xyz 0 1
C -1.185 -0.939 0.607
C -0.413 0.099 0.392
C 0.997 0.103 -0.333
O 0.859 0.681 -1.524
Cl -1.012 1.577 0.706
Cl 2.214 0.755 0.848
H -2.217 -0.797 0.871
H -0.768 -1.968 0.574
H 1.214 -0.948 -0.490
H 0.311 1.437 -1.651
*
```

Least stable: <w>

<w>
DFT (ωB97M-V/def2-TZVPD) results for a gas-phase ion, C5H7N4 (charge +1).

The geometry in ORCA input format:
```
! RIJCOSX wB97M-V def2-TZVPD def2/J DEFGRID3
* xyz 1 1
C -1.898 1.582 -0.555
C -0.620 1.497 -0.314
C -1.036 -1.507 0.552
C 1.343 -1.011 -0.342
C 0.417 1.046 0.386
N -2.408 0.406 -0.114
N -2.114 -0.761 0.348
N 1.521 0.266 -0.180
N 0.230 -1.701 -0.090
H -2.587 2.126 -1.216
H 2.186 -1.629 -0.755
H 0.432 1.120 1.470
H -1.338 -2.194 1.478
H -2.997 -1.098 0.767
H 2.406 0.590 -0.618
H 0.249 -2.702 -0.276
*
```

<x>
DFT (ωB97M-V/def2-TZVPD) results for a gas-phase ion, C5H7N4 (charge +1).

The geometry in ORCA input format:
```
! RIJCOSX wB97M-V def2-TZVPD def2/J DEFGRID3
* xyz 1 1
C -1.107 2.721 0.838
C -1.103 1.538 0.736
C -1.807 -0.499 -0.463
C 0.932 -0.658 -0.217
C -1.248 0.086 0.767
N -2.131 -0.958 -1.439
N 2.215 -0.938 0.067
N 0.496 -0.625 -1.491
N 0.102 -0.522 0.802
H -1.221 3.789 0.796
H -1.898 -0.118 1.563
H 2.865 -1.152 -0.647
H 2.520 -0.886 1.080
H 1.161 -0.494 -2.204
H -0.318 -0.876 -1.906
H 0.542 -0.409 1.719
*
```

Least stable: <w>

<w>
DFT (ωB97M-V/def2-TZVPD) results for C6H14O3 in the gas phase.

The geometry in ORCA input format:
```
! RIJCOSX wB97M-V def2-TZVPD def2/J DEFGRID3
* xyz 0 1
C 1.008 0.336 0.300
C 0.677 0.655 1.745
C 0.894 1.563 -0.572
C 2.349 -0.365 0.226
O -1.654 -0.069 0.380
O -2.078 -0.691 1.599
H -3.040 -0.588 1.571
H 0.587 -0.259 2.328
H -0.216 1.262 1.858
H 1.467 1.285 2.162
H 1.523 2.352 -0.153
H -0.143 1.895 -0.599
H 1.201 1.353 -1.592
H 2.669 -0.498 -0.803
H 2.249 -1.348 0.686
H 3.109 0.201 0.767
C -1.965 -0.821 -1.857
C -1.120 -1.029 -0.595
O 0.195 -0.830 -0.756
H -1.261 -2.058 -0.210
H -1.997 0.237 -2.108
H -2.961 -1.229 -1.694
H -1.494 -1.352 -2.682
*
```

<x>
DFT (ωB97M-V/def2-TZVPD) results for C6H14O3 in the gas phase.

The geometry in ORCA input format:
```
! RIJCOSX wB97M-V def2-TZVPD def2/J DEFGRID3
* xyz 0 1
C -0.690 0.021 2.015
C 0.032 -0.066 -0.449
C 0.361 0.428 0.967
C 0.667 0.869 -1.484
C 0.500 -1.508 -0.634
C 0.289 0.524 -2.920
O -0.468 0.729 3.217
O -1.984 0.346 1.624
O -0.618 -1.341 2.241
H 0.353 0.427 3.617
H -2.195 1.210 1.994
H -1.452 -1.629 2.634
H -1.056 -0.030 -0.568
H 0.402 1.520 0.983
H 1.328 0.039 1.289
H 0.345 1.893 -1.278
H 1.754 0.836 -1.377
H 1.587 -1.551 -0.658
H 0.114 -1.924 -1.560
H 0.148 -2.119 0.191
H 0.704 -0.436 -3.215
H 0.672 1.281 -3.601
H -0.793 0.481 -3.027
*
```

Least stable: <w>

<w>
DFT (ωB97M-V/def2-TZVPD) results for 2 unconnected molecules or ions with the total composition H2N2O3.

The geometry in ORCA input format:
```
! RIJCOSX wB97M-V def2-TZVPD def2/J DEFGRID3
* xyz 0 1
N -0.278 -0.688 0.283
N 0.006 0.007 -0.861
O 0.391 -0.763 -1.768
O -0.474 1.089 -0.926
O 0.155 0.579 1.629
H 0.317 -1.435 0.664
H -0.118 1.212 0.979
*
```

<x>
DFT (ωB97M-V/def2-TZVPD) results for H2N2O3 in the gas phase.

The geometry in ORCA input format:
```
! RIJCOSX wB97M-V def2-TZVPD def2/J DEFGRID3
* xyz 0 1
N 0.169 -0.173 0.046
N 2.611 -0.096 -0.105
O 2.549 -1.204 -0.295
O 3.529 0.662 0.178
O 1.273 0.669 0.071
H -0.485 0.108 0.814
H -0.288 -0.337 -0.942
*
```

<y>
DFT (ωB97M-V/def2-TZVPD) results for 2 unconnected molecules or ions with the total composition H2N2O3.

The geometry in ORCA input format:
```
! RIJCOSX wB97M-V def2-TZVPD def2/J DEFGRID3
* xyz 0 1
N -0.532 -0.244 -0.584
N 0.829 -0.150 -0.023
O 1.613 -1.054 -0.078
O 1.088 0.927 0.435
O -1.274 0.811 -0.276
H -0.989 -1.623 0.082
H -0.735 1.333 0.443
*
```

Least stable: <y>

<w>
DFT (ωB97M-V/def2-TZVPD) results for C2H5I2P in the gas phase.

The geometry in ORCA input format:
```
! RIJCOSX wB97M-V def2-TZVPD def2/J DEFGRID3
* xyz 0 1
C 0.399 0.030 -0.371
C -0.549 -0.281 -1.691
P -0.737 -0.022 1.158
I -0.823 -2.350 -2.019
I 0.524 0.421 -3.517
H 1.196 -0.801 -0.417
H 0.885 1.082 -0.487
H -1.598 0.094 -1.577
H 0.018 0.956 1.659
H -0.028 -0.841 1.935
*
```

<x>
DFT (ωB97M-V/def2-TZVPD) results for a molecular structure, C2H5I2P.

The geometry in ORCA input format:
```
! RIJCOSX wB97M-V def2-TZVPD def2/J DEFGRID3
* xyz 0 1
C 0.502 -0.414 -0.024
C 1.943 -0.031 0.488
P -0.910 0.599 0.540
I 2.337 2.133 0.171
I 3.434 -1.309 -0.266
H 0.367 -0.710 -1.115
H 0.388 -1.402 0.504
H 1.740 0.043 1.538
H -1.687 0.178 -0.489
H -0.847 1.802 -0.161
*
```

Least stable: <w>